Entry from OMol25: a structure of composition C31H72CdF12N3O18S4 (ωB97M-V/def2-TZVPD).

Each line ends with the Mulliken charge.
Geometry (Å):
1 H -0.0866 -0.1517 6.7410  0.24
2 F 0.8347 -2.3012 1.1792  -0.21
3 O 4.0252 3.3669 -1.7765  -0.58
4 C -0.8716 -0.4215 -6.5589  -1.69
5 C -3.2230 -3.5113 -6.6569  -0.73
6 C 6.2851 0.0090 -5.1761  0.61
7 H 5.1064 4.2378 6.9550  0.31
8 C 0.2214 7.1366 -4.1645  -1.10
9 H -5.6750 5.0021 2.4100  0.22
10 C -5.4830 -6.4738 0.3740  -0.12
11 H -6.7170 -4.9331 -0.4854  0.34
12 H 0.0827 7.5522 2.4386  0.21
13 H -2.1507 -9.1486 5.2303  0.22
14 H -5.9839 -6.5262 1.3407  0.29
15 H -3.7185 4.5660 4.0777  0.27
16 O 6.5128 2.7451 -5.2430  -0.56
17 C 5.6311 -1.2671 0.2515  -0.17
18 H -0.1490 -7.6064 4.6036  0.38
19 C -0.2189 7.4501 -2.7314  -0.01
20 H -5.9592 7.1242 3.1306  0.30
21 F -2.9189 0.5384 0.3190  -0.21
22 F 7.1325 0.0330 -6.2307  -0.22
23 H -1.2740 -9.2869 3.1245  0.30
24 C 1.0885 7.6128 2.8544  -0.22
25 O -0.8601 1.0502 1.9587  -0.58
26 F 7.5481 2.5989 -2.9399  -0.19
27 H 0.9663 7.8077 -4.5921  0.32
28 C -0.3871 -2.4678 -7.9636  -1.53
29 C -0.1621 -1.6113 1.6689  0.58
30 O -2.1256 -8.8455 3.1655  -0.49
31 Cd 2.4744 -0.3494 -2.5413  0.86
32 C 1.1430 1.5861 7.3084  -0.08
33 H 0.3971 7.5786 4.9281  0.33
34 H -5.7197 -5.8154 -1.5786  0.20
35 H 6.8301 -1.7311 2.0123  0.33
36 H -5.6755 -2.0234 2.7707  0.30
37 H -6.2569 -3.3573 3.6703  0.26
38 O 2.2410 0.8901 7.7297  -0.52
39 C -2.5234 1.1784 -0.8206  0.55
40 H 4.3090 3.6568 4.9271  0.24
41 H -3.2094 -1.5313 -6.1247  0.38
42 H -1.0917 1.2199 7.2329  0.34
43 H -3.5275 -3.5138 -4.5522  0.48
44 N -0.7267 -2.5730 -5.3432  0.50
45 F 6.7238 2.8579 -1.0037  -0.23
46 C -1.1182 -1.9575 -6.6897  1.34
47 N 4.6672 1.7257 -3.4521  -0.25
48 S 5.4134 1.7522 -5.0572  0.87
49 H -0.8051 -5.2214 -6.6609  0.37
50 H -3.6714 -1.9533 4.4089  0.26
51 O 4.7056 -1.9442 -0.6148  -0.45
52 H -1.0840 -6.1212 -5.2504  0.44
53 C -2.6433 -2.0983 -6.8638  -1.26
54 H -1.1141 6.8565 -2.5467  0.20
55 H 2.9627 1.4876 7.5207  0.31
56 H 6.5348 -0.9351 -0.2595  0.18
57 H -4.3057 -3.4234 -6.7465  0.39
58 H 6.3311 -3.1814 1.1876  0.39
59 O -5.2855 6.9762 2.4630  -0.54
60 O -0.5660 8.8175 -2.5887  -0.54
61 O 1.9829 6.7988 2.0622  -0.49
62 H -0.2241 -4.2472 -3.0486  0.38
63 H 5.1238 -0.3306 0.4833  0.30
64 H -4.0309 5.4776 1.8224  0.25
65 C 5.9716 2.3843 4.5738  -1.14
66 F 6.9694 -0.2675 -4.0360  -0.22
67 C 6.6868 3.3109 -2.2753  0.62
68 H 0.1125 -0.1019 -6.2160  0.37
69 C 6.0168 -2.1667 1.4319  -1.06
70 C -1.3179 -3.9304 -4.9403  1.69
71 C -4.4734 -2.6771 4.5538  -0.02
72 H -3.2274 -7.9004 4.6164  0.27
73 N 0.3305 0.3355 -0.3419  -0.22
74 S 4.8646 3.1855 -2.9514  0.86
75 H -3.5242 6.2823 4.3155  0.29
76 S -0.6077 1.7750 -0.7244  0.85
77 C -2.8644 -3.9859 -5.2771  -1.17
78 H -5.1356 -3.5830 6.1219  0.31
79 H -3.0460 -1.6712 -7.7822  0.53
80 O 4.4062 1.7268 -6.1195  -0.59
81 O 4.7133 4.2685 -3.9450  -0.63
82 C -4.2396 5.5207 4.0053  -0.98
83 H 0.7244 6.1707 -4.1191  0.31
84 H 1.5290 6.1273 1.5477  0.29
85 O -4.7946 -7.6740 0.0296  -0.54
86 H 5.5380 1.4680 4.9743  0.28
87 H -0.8525 -2.0523 -8.8573  0.38
88 C -6.3718 -5.9414 -0.7142  -0.95
89 H -1.3845 -3.0324 -3.0217  0.50
90 H 5.1730 -2.7667 -0.7782  0.25
91 H 0.5399 7.0638 -2.0509  0.23
92 H -4.0380 -3.6182 4.2181  0.13
93 H 1.2770 1.9025 6.2739  0.23
94 F -1.2891 -2.0707 1.0958  -0.20
95 H -0.9623 8.8740 -1.7162  0.30
96 O -0.5600 2.9625 0.1141  -0.51
97 H -3.1667 -5.0235 -5.4189  0.34
98 H -1.8719 -4.7752 -2.9787  0.38
99 C -1.1958 -7.3317 4.7339  -1.09
100 H -4.7471 -5.7098 0.6245  0.20
101 F -0.1275 -1.7664 2.9814  -0.20
102 H 5.9126 2.3732 3.4854  0.33
103 F -2.6682 0.3524 -1.8222  -0.18
104 O -4.7128 -2.7468 5.9127  -0.55
105 H 1.0001 2.5101 7.8685  0.25
106 H 0.6504 5.9337 4.2665  0.24
107 H -5.0427 5.5646 4.7410  0.34
108 H -0.1956 0.3399 8.4360  0.32
109 H 5.8495 4.5240 4.8291  0.30
110 C 1.0034 6.9650 4.2618  -0.90
111 F -3.2670 2.2545 -0.9703  -0.19
112 H 1.4016 8.6565 2.8826  0.28
113 O 1.4949 0.5562 1.8428  -0.56
114 H -6.3313 -1.6238 4.2575  0.30
115 C -0.6165 -5.1961 -5.5876  -1.68
116 H -1.2824 -6.9492 5.7509  0.32
117 C -4.8035 5.6356 2.5749  -0.15
118 O 5.5256 3.4665 6.5665  -0.55
119 O 0.6495 -2.3814 -4.9798  -0.48
120 H 0.6932 -2.3249 -7.9385  0.41
121 H -1.2294 -6.4652 4.0735  0.30
122 C -5.7358 -2.4073 3.7891  -0.98
123 H 1.9891 6.9958 4.7261  0.27
124 H -1.1374 0.1194 -7.4671  0.38
125 C -0.1468 0.7063 7.4106  -1.09
126 H 5.2126 -2.1010 2.1647  0.24
127 F 5.3912 -0.9469 -5.4586  -0.21
128 H 0.4614 -5.2295 -5.4294  0.34
129 C -2.2569 -8.3746 4.4702  -0.20
130 O -0.2779 2.0737 -2.1003  -0.61
131 H -0.5808 7.1176 -4.9022  0.29
132 C 5.3641 3.6206 5.1983  -0.08
133 F 7.0292 4.6020 -2.2278  -0.24
134 S 0.1926 0.2519 1.2569  0.67
135 H -7.2287 -6.5997 -0.8569  0.28
136 H -1.4996 -0.0045 -5.7717  0.39
137 H -0.4183 -3.5540 -8.0502  0.29
138 H -2.8108 -4.2323 -7.3629  0.32
139 H -4.1724 -7.9252 0.7161  0.29
140 H 7.0273 2.3302 4.8398  0.32
141 C -1.2204 -4.0285 -3.4327  -1.96

Computed properties:
Lowest unoccupied orbital energy in hartree: -0.076
E_HOMO in Ha: -0.214
Net charge: -1
Relative energy (zero: lowest compared OMol25 entry of this formula, charge and spin) in kcal/mol: 111.66
Calculated total energy in eV: -155143.458